The following is a DFT calculation (ωB97M-V/def2-TZVPD) of C23H17ClGaN6OS as an isolated structure.

Each line ends with the Löwdin charge.
Positions of all 50 atoms, in Å:
1 Ga -0.412 -0.446 -0.237  0.309
2 Cl 3.923 4.859 -1.964  0.692
3 C 2.613 3.850 -1.475  -0.672
4 C 1.352 4.030 -2.055  -0.072
5 C 0.305 3.218 -1.700  0.003
6 C 0.450 2.186 -0.752  -0.318
7 O -0.595 1.457 -0.449  -0.061
8 C 1.737 2.021 -0.159  -0.135
9 C 1.933 1.083 0.885  -0.008
10 N 1.063 0.157 1.133  0.041
11 C 1.031 -0.626 2.271  -0.234
12 C 2.070 -0.874 3.142  0.018
13 C 1.852 -1.618 4.308  -0.041
14 C 0.607 -2.094 4.619  -0.008
15 C -0.479 -1.882 3.743  -0.129
16 C -1.793 -2.310 4.016  0.035
17 C -2.791 -2.011 3.124  -0.012
18 C -2.477 -1.332 1.942  -0.066
19 N -1.253 -0.953 1.641  0.072
20 C -0.258 -1.174 2.537  -0.168
21 C 2.795 2.874 -0.529  -0.046
22 H 1.213 4.813 -2.784  0.113
23 H -0.666 3.344 -2.153  0.121
24 H 2.805 1.213 1.528  0.145
25 H 3.058 -0.495 2.929  0.118
26 H 2.680 -1.791 4.978  0.117
27 H 0.430 -2.626 5.540  0.121
28 H -1.995 -2.853 4.927  0.131
29 H -3.811 -2.301 3.313  0.117
30 H -3.251 -1.071 1.232  0.106
31 H 3.764 2.729 -0.077  0.117
32 N 3.353 -2.097 -0.911  0.115
33 C 2.082 -1.747 -1.111  -0.815
34 S 0.852 -2.554 -0.196  0.779
35 N 1.825 -0.838 -2.039  0.039
36 N 0.566 -0.475 -2.065  -0.095
37 C -0.083 0.069 -3.031  -0.021
38 C -1.518 0.114 -2.840  -0.226
39 C -2.380 0.636 -3.804  0.017
40 C -3.747 0.517 -3.634  -0.019
41 C -4.223 -0.165 -2.523  -0.021
42 C -3.310 -0.638 -1.596  -0.079
43 N -2.000 -0.478 -1.724  0.083
44 H 3.579 -2.905 -0.355  0.101
45 H 4.054 -1.710 -1.524  0.117
46 H 0.371 0.372 -3.969  0.149
47 H -1.966 1.119 -4.674  0.125
48 H -4.430 0.926 -4.362  0.122
49 H -5.281 -0.316 -2.377  0.116
50 H -3.643 -1.206 -0.738  0.105

**LUMO energy**: -3.68 eV
**E**: -4073.5135 a.u.
**ΔE to the lowest compared entry with this formula, charge and spin**: 0.376 eV
**2S+1**: 1
**Kohn-Sham gap**: 6.91 eV
**Net charge**: +1